# C7H37NO11

A cluster of 12 separate species, C7H37NO11 in total (the ωB97M-V functional and the def2-TZVPD basis, the OMol25 dataset).

Positions of all 56 atoms, in Å:
C  2.784  1.509  -0.953
C  1.461  2.197  -0.698
C  0.908  2.263  0.722
C  -1.408  1.579  1.389
C  -0.605  2.419  0.745
C  -1.000  3.731  0.135
C  -2.880  1.822  1.527
N  2.933  0.045  -0.803
H  3.516  1.915  -0.240
H  3.193  1.756  -1.933
H  0.675  1.666  -1.278
H  1.459  3.089  -1.336
H  1.126  1.269  1.115
H  1.411  3.034  1.301
H  -0.985  0.710  1.850
H  -0.757  3.818  -0.923
H  -0.716  4.605  0.726
H  -2.072  3.934  0.020
H  -3.378  2.361  0.729
H  -3.368  0.842  1.566
H  -3.075  2.370  2.453
H  2.992  -0.376  -1.727
H  2.116  -0.472  -0.483
H  1.022  -2.995  0.181
H  0.358  -2.914  1.540
O  0.964  -3.471  1.019
H  -1.556  -3.871  -1.393
H  -2.220  -3.439  -2.774
O  -1.705  -3.151  -2.017
H  2.940  -2.888  2.435
H  2.474  -1.516  2.132
O  2.850  -2.025  2.862
H  1.017  -1.243  -1.903
H  0.969  -1.674  -3.320
O  1.088  -2.040  -2.436
H  -1.889  -1.359  0.246
H  -0.640  -0.543  0.144
O  -1.109  -1.118  0.762
H  1.943  0.565  -4.033
H  0.949  -0.253  -4.759
O  1.050  0.214  -3.916
H  -2.488  1.450  -1.527
H  -1.473  1.664  -2.621
O  -2.160  2.129  -2.133
H  0.740  -2.155  3.644
H  -0.216  -1.327  2.753
O  -0.165  -2.119  3.300
H  2.898  1.205  3.664
H  1.618  0.404  3.649
O  2.020  1.192  3.265
H  -2.305  -3.467  0.754
H  -1.206  -4.387  1.312
O  -2.059  -4.388  0.863
H  -3.370  -0.470  -1.993
H  -2.201  -1.504  -1.926
O  -2.467  -0.592  -1.679

Structure (SMILES): C/C=C(\C)CCCN.O.O.O.O.O.O.O.O.O.O.O
Molecular weight (g/mol): 311.37
2S+1: 1
Energy above the lowest of the compared OMol25 structures with the same formula, charge and spin (kcal/mol): 78.7
Net charge: 0
HOMO energy (eV): -8.75


# C47H40BrClInN6O5P

A structure of composition C47H40BrClInN6O5P (the ωB97M-V functional and the def2-TZVPD basis, the OMol25 dataset).

Positions of all 102 atoms, in Å:
In  0.811  0.154  -0.068
O  1.344  -0.517  2.730
C  0.356  -0.343  2.039
C  -1.021  -0.380  2.673
C  -1.045  -0.311  4.065
C  -2.237  -0.298  4.764
C  -3.436  -0.377  4.070
C  -3.427  -0.455  2.685
C  -2.231  -0.447  1.965
P  -2.264  -0.481  0.115
C  -2.866  1.223  -0.250
C  -2.960  1.557  -1.606
C  -3.327  2.834  -2.003
C  -3.601  3.803  -1.044
C  -3.507  3.484  0.304
C  -3.138  2.201  0.701
C  -3.810  -1.432  -0.216
C  -5.015  -0.846  -0.603
C  -6.145  -1.631  -0.814
C  -6.083  -3.008  -0.647
C  -4.884  -3.601  -0.273
C  -3.757  -2.820  -0.062
H  -0.100  -0.260  4.592
H  -2.232  -0.236  5.847
H  -4.380  -0.376  4.603
H  -4.369  -0.510  2.154
H  -2.730  0.806  -2.357
H  -3.383  3.079  -3.058
H  -3.892  4.804  -1.349
H  -3.718  4.237  1.057
H  -3.054  1.976  1.756
H  -5.081  0.227  -0.730
H  -7.076  -1.160  -1.106
H  -6.967  -3.615  -0.807
H  -4.826  -4.676  -0.148
H  -2.831  -3.294  0.245
O  6.439  0.925  2.346
C  6.509  -0.153  1.596
O  7.522  -0.802  1.496
C  5.267  -0.553  0.848
C  5.186  -1.666  0.037
Cl  6.323  -2.904  -0.195
N  3.946  -1.701  -0.520
N  3.202  -0.666  -0.082
C  3.983  0.037  0.717
C  3.388  1.299  1.272
O  4.002  1.958  2.121
O  2.255  1.613  0.788
C  3.407  -2.584  -1.520
C  4.190  -3.016  -2.583
C  3.632  -3.842  -3.547
C  2.298  -4.216  -3.467
C  1.520  -3.756  -2.415
C  2.074  -2.949  -1.435
H  5.528  1.344  2.317
H  5.221  -2.706  -2.670
H  4.247  -4.188  -4.368
H  1.865  -4.855  -4.226
H  0.474  -4.034  -2.345
H  1.486  -2.602  -0.600
N  0.788  -3.573  3.431
C  0.537  -4.026  2.162
C  0.741  -5.385  1.845
C  0.398  -5.842  0.598
C  -0.136  -4.949  -0.331
C  -0.265  -3.633  0.053
N  0.050  -3.152  1.268
H  1.344  -4.165  4.021
H  0.951  -2.579  3.533
H  1.168  -6.049  2.591
H  0.551  -6.881  0.333
H  -0.425  -5.274  -1.322
H  -0.646  -2.897  -0.650
N  -0.028  2.347  -0.359
C  0.440  3.389  -0.170
N  0.970  4.574  0.048
C  0.561  5.747  -0.739
C  -0.372  6.630  0.085
C  0.254  6.969  1.444
C  0.642  5.692  2.198
C  1.599  4.862  1.355
H  0.084  5.411  -1.654
H  1.464  6.301  -1.004
H  -1.314  6.094  0.241
H  -0.590  7.539  -0.478
H  -0.445  7.560  2.036
H  1.151  7.581  1.288
H  -0.254  5.098  2.402
H  1.111  5.934  3.153
H  1.873  3.921  1.824
H  2.515  5.423  1.162
Br  0.710  -0.328  -6.893
C  0.730  -0.227  -4.997
C  -0.230  -0.914  -4.274
C  -0.200  -0.844  -2.882
C  0.778  -0.107  -2.214
C  1.723  0.581  -2.977
C  1.706  0.527  -4.367
H  -0.987  -1.498  -4.784
H  -0.965  -1.379  -2.326
H  2.496  1.162  -2.485
H  2.441  1.062  -4.955

Molecular weight (g/mol): 1030.02
2S+1: 1
Energy above the lowest of the compared OMol25 structures with the same formula, charge and spin (kcal/mol): 8.4
Net charge: 0
HOMO energy (eV): -8.01


# C9H19N

A cluster of 2 separate species, C9H19N in total (the ωB97M-V functional and the def2-TZVPD basis, the OMol25 dataset).

Positions of all 29 atoms, in Å:
C  -0.700  0.569  -0.402
C  -0.575  -1.301  1.394
C  -1.297  -0.070  0.890
C  -1.489  0.114  -1.651
C  -0.866  2.094  -0.285
C  1.832  1.218  -0.759
C  -0.571  -2.482  0.662
C  1.398  -0.332  1.618
C  0.780  0.170  -0.552
N  1.009  -1.017  -1.154
H  -0.552  -1.391  2.472
H  1.995  -1.238  -1.250
H  -1.261  0.680  1.682
H  -2.355  -0.297  0.713
H  -1.060  0.542  -2.559
H  -2.526  0.447  -1.570
H  -1.492  -0.968  -1.761
H  -1.921  2.329  -0.131
H  -0.543  2.612  -1.190
H  -0.312  2.498  0.564
H  2.827  0.770  -0.746
H  1.695  1.705  -1.729
H  1.802  1.987  0.010
H  0.483  -1.821  -0.691
H  -0.285  -3.415  1.129
H  -1.159  -2.571  -0.245
H  2.300  -0.694  1.126
H  1.378  -0.869  2.562
H  1.464  0.731  1.853

Molecular weight (g/mol): 141.26
2S+1: 1
Energy above the lowest of the compared OMol25 structures with the same formula, charge and spin (kcal/mol): 86.6
Net charge: 0
HOMO energy (eV): -6.85


# C47H57AsN6S2Si3Sn

A structure of composition C47H57AsN6S2Si3Sn (the ωB97M-V functional and the def2-TZVPD basis, the OMol25 dataset).

Positions of all 117 atoms, in Å:
Sn  0.260  -0.326  0.737
C  0.456  -3.450  2.586
N  0.345  -3.101  1.152
C  1.566  -3.452  0.382
C  2.836  -2.883  0.957
C  3.880  -3.696  1.370
C  5.034  -3.108  1.870
C  5.091  -1.726  1.968
C  3.992  -0.993  1.554
N  2.900  -1.555  1.043
C  -0.802  -3.761  0.507
C  -1.664  -2.893  -0.380
C  -2.866  -3.417  -0.850
C  -3.661  -2.650  -1.680
C  -3.234  -1.371  -2.022
C  -2.038  -0.924  -1.508
N  -1.266  -1.667  -0.702
C  0.107  -2.335  3.552
C  -0.467  -2.625  4.784
C  -0.649  -1.601  5.701
C  -0.264  -0.312  5.360
C  0.254  -0.103  4.096
N  0.439  -1.089  3.217
H  -0.162  -4.318  2.826
H  1.487  -3.738  2.804
H  1.671  -4.540  0.300
H  1.437  -3.050  -0.629
H  3.792  -4.773  1.304
H  5.869  -3.719  2.185
H  5.970  -1.229  2.354
H  3.982  0.090  1.622
H  -0.451  -4.604  -0.103
H  -1.460  -4.198  1.258
H  -3.160  -4.417  -0.557
H  -4.594  -3.043  -2.060
H  -3.823  -0.741  -2.673
H  -1.659  0.067  -1.737
H  -0.771  -3.636  5.020
H  -1.083  -1.807  6.670
H  -0.374  0.510  6.053
H  0.529  0.892  3.759
S  -0.643  7.129  0.581
C  0.522  7.801  -0.467
C  1.162  6.848  -1.198
C  0.695  5.545  -0.910
C  -0.298  5.523  0.037
C  -1.008  4.374  0.584
C  -0.446  3.086  0.498
N  -1.028  1.994  0.946
C  -2.233  2.090  1.541
C  -2.882  3.328  1.695
C  -4.164  3.375  2.334
C  -4.758  2.249  2.781
C  -4.126  0.970  2.636
C  -4.721  -0.214  3.083
C  -4.066  -1.423  2.937
C  -2.799  -1.378  2.324
N  -2.214  -0.288  1.883
C  -2.859  0.890  2.025
C  -4.635  -2.690  3.382
C  -5.857  -2.934  3.945
C  -6.077  -4.298  4.258
C  -5.022  -5.088  3.934
S  -3.746  -4.180  3.243
C  -2.243  4.473  1.200
H  0.681  8.868  -0.473
H  1.927  7.071  -1.927
H  1.064  4.657  -1.407
H  0.527  2.946  0.037
H  -4.642  4.339  2.451
H  -5.724  2.288  3.267
H  -5.696  -0.170  3.553
H  -2.240  -2.297  2.200
H  -6.594  -2.168  4.139
H  -6.985  -4.674  4.705
H  -4.922  -6.155  4.057
H  -2.731  5.436  1.290
C  4.882  0.872  -1.611
Si  3.390  2.017  -1.776
C  3.777  3.254  -3.142
C  3.196  2.917  -0.117
As  1.429  0.647  -2.074
Si  2.348  -1.067  -3.483
C  3.575  -2.105  -2.471
C  3.180  -0.288  -4.985
C  0.982  -2.271  -4.008
Si  0.049  1.795  -3.693
C  -0.717  0.490  -4.826
C  -1.392  2.634  -2.786
C  0.877  3.085  -4.792
H  5.763  1.452  -1.329
H  5.112  0.355  -2.545
H  4.724  0.117  -0.841
H  4.737  3.729  -2.925
H  3.034  4.045  -3.240
H  3.867  2.754  -4.108
H  4.177  3.194  0.277
H  2.701  2.285  0.626
H  2.617  3.839  -0.201
H  3.805  -1.661  -1.502
H  4.517  -2.224  -3.010
H  3.176  -3.107  -2.297
H  4.095  0.238  -4.705
H  2.516  0.426  -5.475
H  3.449  -1.051  -5.719
H  0.200  -2.352  -3.248
H  1.411  -3.265  -4.154
H  0.508  -1.982  -4.946
H  -1.086  -0.376  -4.272
H  -0.004  0.135  -5.571
H  -1.562  0.927  -5.363
H  -1.705  2.091  -1.893
H  -2.255  2.701  -3.453
H  -1.139  3.652  -2.485
H  1.823  2.735  -5.207
H  1.063  4.027  -4.275
H  0.208  3.301  -5.629

Molecular weight (g/mol): 1048.04
2S+1: 1
Net charge: +2
HOMO energy (eV): -12.22


# C14H28CaN6O6

A structure of composition C14H28CaN6O6 (the ωB97M-V functional and the def2-TZVPD basis, the OMol25 dataset).

Positions of all 55 atoms, in Å:
O  0.286  -0.912  -2.891
H  -0.690  -0.652  -3.142
Ca  0.872  0.135  -0.642
N  2.052  -1.969  -0.618
N  -0.430  -1.931  -0.010
N  1.101  2.515  0.116
N  -1.012  1.117  0.770
O  3.293  -1.877  -0.838
O  2.102  3.222  -0.316
O  -2.124  0.439  1.186
O  -1.646  -1.936  0.469
C  0.071  -3.164  -0.299
C  1.433  -3.183  -0.701
C  0.163  3.169  0.840
C  -0.938  2.354  1.289
C  2.138  -4.340  -1.281
H  2.056  -4.323  -2.370
H  1.739  -5.297  -0.952
H  3.203  -4.279  -1.061
C  -0.817  -4.349  -0.178
H  -1.731  -4.188  -0.765
H  -1.136  -4.497  0.869
H  -0.319  -5.252  -0.539
C  0.270  4.613  1.234
C  -1.963  2.900  2.223
H  1.042  5.077  0.607
H  0.568  4.707  2.295
H  -0.694  5.135  1.104
H  -2.638  2.088  2.498
H  -2.543  3.702  1.753
H  -1.497  3.318  3.121
H  2.110  2.365  -1.827
H  -1.935  -0.550  0.880
C  -1.896  0.486  -2.698
H  -2.086  0.682  -3.748
H  -1.925  1.357  -2.032
H  -2.372  -0.398  -2.283
O  1.815  1.531  -2.305
H  0.729  -1.205  -3.715
H  1.120  1.751  -2.945
C  4.618  0.939  3.383
C  3.262  0.475  3.081
C  2.304  -0.157  3.877
C  1.204  -0.406  3.032
N  1.471  0.052  1.794
N  2.719  0.584  1.865
C  -0.055  -1.054  3.419
H  4.597  1.687  4.184
H  5.246  0.111  3.737
H  5.104  1.386  2.510
H  2.385  -0.412  4.918
H  3.136  1.036  1.052
H  0.157  -1.744  4.250
H  -0.798  -0.326  3.777
H  -0.506  -1.623  2.600

Molecular weight (g/mol): 416.49
2S+1: 1
Energy above the lowest of the compared OMol25 structures with the same formula, charge and spin (kcal/mol): 0.0
Net charge: 0
HOMO energy (spin up / spin down) (eV): -6.72 / -6.72


# C7H17NO4

A cluster of 5 separate species, C7H17NO4 in total (the ωB97M-V functional and the def2-TZVPD basis, the OMol25 dataset).

Positions of all 29 atoms, in Å:
C  1.394  -0.475  -0.422
N  -1.126  0.669  0.714
C  -1.122  -0.552  0.039
C  0.056  -1.136  -0.484
C  -0.009  -2.378  -1.160
C  -1.259  -2.899  -1.675
C  -2.371  -2.240  -1.330
C  -2.253  -1.207  -0.393
H  1.188  0.268  -1.144
H  1.700  -0.335  0.674
H  2.241  -1.188  -0.764
H  -0.518  0.791  1.440
H  -2.106  1.059  0.972
H  0.918  -2.906  -1.517
H  -1.098  -3.668  -2.439
H  -3.376  -2.456  -1.709
H  -3.212  -0.833  -0.050
H  -0.311  2.372  -0.601
H  -1.167  3.261  -1.530
O  -0.421  3.249  -1.029
H  2.109  2.406  1.317
H  0.656  2.687  1.293
O  1.348  2.199  1.746
H  1.425  -2.344  2.475
H  1.931  -1.135  3.181
O  1.046  -1.444  2.856
H  3.061  2.884  -0.843
H  1.676  3.170  -0.643
O  2.544  3.072  -0.143

Structure (SMILES): Cc1ccccc1N.O.O.O.O
Molecular weight (g/mol): 179.22
2S+1: 1
Energy above the lowest of the compared OMol25 structures with the same formula, charge and spin (kcal/mol): 29.5
Net charge: 0
HOMO energy (eV): -8.25